Record 1
Formula: C19H23N2O2S2SiTl
Source: the OMol25 dataset
Level of theory: ωB97M-V with the def2-TZVPD basis set

Last column: Löwdin charge in e.
Positions of all 50 atoms, in Å:
1 Tl -0.6670 -1.4486 -0.3330  0.7046
2 S 2.0671 3.1781 -2.2323  0.8148
3 S 0.1276 1.0291 -2.0832  0.3973
4 Si -3.0047 1.2612 0.3155  0.1481
5 O -0.1338 -1.0131 2.0792  -0.2482
6 O -2.6161 -0.2318 -0.0518  -0.5953
7 N 1.8143 0.2244 0.3257  0.0352
8 N 2.2261 1.3700 -0.3390  -0.1196
9 C 1.9577 4.5220 0.7240  -0.0395
10 C 3.2703 6.9633 0.8950  -0.1209
11 C 3.6953 0.8450 1.7577  -0.0528
12 C 1.5143 1.6988 -1.3676  -1.1881
13 C 2.2337 6.6782 1.7690  -0.1227
14 C 2.2540 -1.2302 2.1880  -0.1235
15 C -1.6516 2.1865 1.2501  -0.1735
16 C 3.1627 -3.0754 3.5101  -0.1627
17 C 3.6517 6.0257 -0.0601  -0.0703
18 C -4.5628 1.3105 1.4164  -0.2009
19 C 2.5306 -0.0384 1.3579  -0.2841
20 C 1.8623 -3.4801 3.8221  -0.1526
21 C 0.7741 -2.7820 3.3460  -0.0466
22 C 3.4312 3.7807 -1.1871  -0.4520
23 C -3.4363 2.3189 -1.2018  -0.1947
24 C 1.5801 5.4522 1.6784  -0.0799
25 C 3.3248 -1.9532 2.7095  -0.0965
26 C 3.0057 4.7973 -0.1590  -0.2829
27 C 0.8959 -1.6304 2.5011  -0.4546
28 H 3.7833 7.9175 0.9503  0.0856
29 H 4.0237 -3.6223 3.8767  0.0668
30 H -0.2373 -3.0891 3.5896  0.0949
31 H -4.3681 0.7772 2.3527  0.0107
32 H 4.4627 6.2538 -0.7453  0.0973
33 H 3.3699 1.8828 1.8228  0.0606
34 H -4.8693 2.3356 1.6610  0.0044
35 H 4.1092 0.5368 2.7166  0.0582
36 H 4.1925 4.1998 -1.8469  0.0579
37 H -0.7763 2.2794 0.5977  -0.0022
38 H 0.7643 5.2203 2.3519  0.1005
39 H 1.4489 3.5690 0.6451  0.0937
40 H -1.3452 1.6234 2.1367  0.0217
41 H -5.4009 0.8143 0.9144  0.0054
42 H -2.5648 2.3485 -1.8635  -0.0146
43 H 1.9300 7.4053 2.5132  0.0860
44 H -4.2820 1.8999 -1.7582  0.0090
45 H -1.9674 3.1924 1.5545  0.0134
46 H 3.8234 2.8873 -0.6973  0.0582
47 H 4.4815 0.8147 0.9978  0.0727
48 H 4.3340 -1.6358 2.4617  0.0943
49 H 1.7051 -4.3543 4.4482  0.0782
50 H -3.6897 3.3488 -0.9212  0.0090

Cartesian forces, eV/Å:
-0.035 0.203 0.061
0.067 0.051 0.021
0.006 -0.057 -0.147
-0.016 0.131 0.027
-0.011 -0.100 0.070
-0.005 -0.299 -0.104
-0.068 -0.146 0.138
-0.022 0.116 -0.119
0.064 0.024 -0.051
0.021 -0.006 -0.023
0.060 -0.028 0.033
0.092 -0.047 0.070
-0.008 -0.033 -0.010
-0.307 -0.113 0.072
0.003 0.090 0.012
0.005 -0.061 0.030
-0.012 -0.001 0.008
0.000 0.037 0.038
0.087 0.050 -0.063
0.008 0.086 -0.040
0.036 0.033 -0.007
-0.167 0.017 0.030
0.038 0.047 0.032
0.013 0.007 -0.014
-0.040 0.021 -0.033
0.051 -0.011 0.012
0.231 0.059 -0.049
-0.004 -0.013 -0.003
-0.004 0.002 0.000
0.007 -0.001 -0.004
-0.023 0.017 -0.031
-0.016 -0.004 0.013
-0.024 0.022 -0.010
0.023 -0.047 -0.011
-0.018 0.011 -0.016
0.003 0.018 0.001
-0.030 -0.017 0.040
-0.006 -0.020 -0.007
-0.031 0.010 0.034
0.003 -0.016 -0.057
0.042 0.012 0.015
-0.067 0.009 0.015
0.002 -0.002 -0.001
0.037 -0.021 0.028
0.011 -0.018 -0.012
0.022 0.005 0.009
-0.006 0.017 0.007
-0.011 0.002 -0.005
-0.006 -0.009 0.006
0.005 -0.027 -0.007

Output
HOMO level: -1.2 eV
Relative energy (zero: lowest compared OMol25 entry of this formula, charge and spin): 0.0 kJ/mol
LUMO energy: 4.5 eV
Strongest force on any atom: 0.3 eV Å⁻¹
Net charge: -2

***

Record 2
Formula: C19H23N3O3
Source: the OMol25 dataset
Level of theory: ωB97M-V with the def2-TZVPD basis set

Last column: Löwdin charge in e.
Positions of all 48 atoms, in Å:
1 O -2.8097 -1.0785 -1.4006  0.1068
2 O -2.6222 -1.6590 0.7622  -0.0178
3 O 5.6396 -1.6754 -0.2255  0.0695
4 N 2.9348 0.3077 0.8769  -0.1696
5 N 1.8590 0.2851 1.6665  0.1385
6 N 3.4979 -1.9220 -0.8115  0.1393
7 C 2.0983 -1.8379 -0.7028  -0.2429
8 C 0.0686 -2.0944 0.5551  -0.0025
9 C -0.3893 1.3728 1.6202  -0.1104
10 C 4.4741 -1.4348 -0.0017  -0.4616
11 C -1.2392 1.9861 0.5055  -0.1548
12 C 0.9698 1.0772 1.0944  -0.2504
13 C -1.4216 3.8637 -1.1628  -0.0720
14 C 4.0632 -0.5267 1.1595  -0.0370
15 C 1.3597 -1.4168 -1.8074  -0.0076
16 C 1.4807 1.6253 -0.0982  -0.1549
17 C -2.1333 -1.4298 -0.4630  -0.4705
18 C -0.6652 -1.6233 -0.5289  -0.1310
19 C -4.7973 -2.7297 0.5038  -0.0592
20 C -0.4907 3.1115 -0.2172  -0.3744
21 C 2.7489 1.1035 -0.2023  -0.0065
22 C -4.0279 -1.4901 0.9373  -0.2143
23 C 1.4416 -2.2036 0.4686  -0.0129
24 C 0.7009 2.5296 -0.9872  -0.1152
25 C -0.0102 -1.3028 -1.7166  -0.0054
26 H -0.8489 0.4598 2.0036  0.1080
27 H 1.8713 -1.1593 -2.7231  0.1195
28 H 3.5168 1.2378 -0.9377  0.1372
29 H -1.5007 1.2144 -0.2222  0.1101
30 H -5.8551 -2.5922 0.7087  0.0775
31 H 0.3297 1.9590 -1.8458  0.1218
32 H -1.8550 3.1790 -1.8890  0.0818
33 H -0.4386 -2.3662 1.4663  0.1237
34 H 3.8531 -2.3449 -1.6614  0.1613
35 H 4.9471 0.0759 1.4023  0.1378
36 H 3.8134 -1.1281 2.0374  0.1340
37 H -4.3552 -0.6205 0.3577  0.1224
38 H 2.0080 -2.5682 1.3104  0.1191
39 H 1.3350 3.3315 -1.3738  0.1233
40 H -2.2316 4.3346 -0.6103  0.0755
41 H -0.5961 -0.9549 -2.5538  0.1223
42 H -0.8776 4.6377 -1.7002  0.0760
43 H -0.3071 2.0755 2.4555  0.1214
44 H -4.6634 -2.8943 -0.5625  0.0757
45 H -0.1087 3.8109 0.5357  0.1474
46 H -4.4401 -3.6031 1.0444  0.0784
47 H -2.1675 2.3750 0.9292  0.1189
48 H -4.1588 -1.2974 2.0042  0.1239

Cartesian forces, eV/Å:
-0.004 -0.023 0.097
0.289 -0.100 0.138
0.243 0.041 0.125
-0.126 0.450 -0.179
-0.214 -0.097 0.704
0.000 -0.334 -0.589
-0.524 -0.114 0.155
-0.182 0.043 -0.193
-0.100 -0.089 0.106
-0.032 0.188 0.173
0.169 0.176 0.233
0.447 0.019 -0.217
0.197 -0.035 0.238
0.451 -0.098 0.178
0.029 -0.055 0.126
0.304 -0.104 -0.029
-0.097 0.065 -0.231
0.240 -0.088 0.045
0.340 0.234 0.031
-0.204 -0.085 -0.306
-0.225 0.187 0.158
-0.588 0.054 -0.112
0.115 -0.121 -0.325
0.043 0.107 0.096
-0.166 -0.087 0.064
-0.020 0.000 0.060
0.066 0.074 -0.077
0.181 0.002 -0.193
-0.077 -0.016 -0.097
-0.132 -0.012 0.022
-0.071 0.060 -0.071
-0.070 -0.071 -0.113
-0.032 -0.002 0.098
0.060 0.047 0.198
-0.141 -0.191 -0.065
0.025 0.087 -0.102
0.058 -0.093 0.170
0.067 -0.036 0.080
-0.061 0.010 -0.067
-0.113 0.064 0.007
-0.044 0.023 -0.072
0.006 0.099 -0.103
-0.059 -0.030 0.010
-0.039 -0.027 -0.061
0.024 -0.020 0.014
-0.022 -0.086 0.056
-0.054 -0.034 -0.048
0.037 0.014 -0.135

Output
HOMO level: -8.8 eV
SMILES: CCOC(=O)c1ccc(NC(=O)Cn2cc3c(n2)CC[C@H](C)C3)cc1
Relative energy (zero: lowest compared OMol25 entry of this formula, charge and spin): 141.2 kJ/mol
LUMO energy: 0.3 eV
Strongest force on any atom: 0.7 eV Å⁻¹
Net charge: 0